No. 1
Here is C2H21NaO9 as an isolated structure from the Open Molecules 2025 dataset. Energies are from the ωB97M-V functional and the def2-TZVPD basis.

Properties
**E**: -928.05979 hartree
**Frontier orbital gap**: 2.512 eV
**Max |F|**: 2.8 eV/Å
**Total charge**: 0
**E_LUMO**: -2.891 eV

Last column: natural (NBO) charge in e.
Positions of all 33 atoms, in Å:
H  8.1222  6.7718  -8.1925  0.48
H  10.0972  -1.0437  -9.5315  0.47
H  12.2886  11.5929  -12.4888  0.47
H  7.7586  5.4207  -7.6146  0.47
O  9.6243  7.2562  -12.2509  -0.90
H  5.6265  10.4730  -9.4101  0.47
H  9.4803  -1.4584  -10.8504  0.47
O  12.7536  12.4181  -12.6265  -0.94
O  7.5845  6.3569  -7.5180  -0.94
O  3.2685  6.5678  -9.3291  -0.94
H  11.9332  10.4949  -8.2210  0.47
H  12.1832  13.0824  -12.2398  0.47
H  14.9277  6.5133  -16.4709  0.46
H  15.8609  7.1893  -17.4528  0.46
H  9.0203  4.5731  -12.9660  0.18
O  14.9664  6.8608  -17.3620  -0.93
C  8.7445  6.7743  -13.2318  -0.06
H  7.4822  5.1076  -13.6538  0.18
H  9.2141  6.7433  -14.2149  0.11
C  8.2445  5.3367  -12.9091  -0.63
H  7.7800  5.0844  -11.9559  0.18
H  9.6684  3.9637  -18.8769  0.47
H  6.1039  10.7935  -10.8106  0.47
H  7.9100  7.4509  -13.4162  0.11
O  12.4820  10.6624  -7.4548  -0.95
H  9.2169  3.7207  -17.4525  0.47
Na  14.8175  7.8370  -10.0555  0.82
H  12.2698  11.5601  -7.1993  0.48
O  9.1928  3.3386  -18.3298  -0.94
O  9.9093  -1.8117  -10.0711  -0.94
H  3.0144  5.6520  -9.4430  0.47
O  5.8941  11.2015  -9.9705  -0.94
H  4.2138  6.5379  -9.1814  0.47



No. 2
Here is C17H37BGaNO4P2 as an isolated structure from the Open Molecules 2025 dataset. Energies are from the ωB97M-V functional and the def2-TZVPD basis.

Properties
**E**: -3657.92676 hartree
**Frontier orbital gap (alpha / beta)**: 4.750 / 4.782 eV
**Max |F|**: 2.4 eV/Å
**Relative energy (zero: lowest compared OMol25 entry of this formula, charge and spin)**: 9.82 kcal per mole
**Total charge**: 0
**E_LUMO (alpha / beta)**: 0.401 / 0.398 eV

Last column: natural (NBO) charge in e.
Positions of all 63 atoms, in Å:
H  0.3504  4.7213  -0.9056  0.46
C  -3.5961  -0.2362  1.1019  -0.93
C  -0.2462  -0.5715  -3.1003  0.24
H  3.1823  2.8763  3.0914  0.22
C  1.3678  1.7237  3.4937  0.24
H  -4.4194  -0.9028  1.4219  0.22
H  1.6640  3.8027  3.0730  0.22
H  -0.8342  -2.6902  2.3596  0.25
P  -1.9809  -1.0996  0.9044  0.89
H  -0.4258  3.8355  -4.6340  0.47
O  -1.0198  3.2561  -5.2041  -0.94
C  2.0377  0.4313  4.1292  0.24
H  -2.5294  -2.4409  2.9245  0.23
C  -1.8083  -2.1147  -4.2253  -0.14
H  3.3869  2.0476  -0.7019  0.23
N  -0.7506  -1.0225  -1.8666  -0.67
H  -0.5458  -0.6988  -5.2634  0.22
C  -1.6388  -1.9481  2.4888  -0.94
O  1.4990  -0.6283  3.3182  -0.74
C  1.6788  0.0929  5.5618  -0.62
O  1.1993  1.3665  2.1099  -0.72
H  -1.2751  -1.1886  3.2018  0.25
H  3.9518  -0.5824  4.1929  0.23
B  1.2688  -0.0398  2.0820  0.91
H  -2.9545  -3.3570  -2.8341  0.21
C  -2.2401  -2.5436  -2.9702  -0.36
C  -2.2820  -2.3421  -0.4325  -0.75
C  0.8375  0.3308  -3.0720  -0.81
H  2.0973  -0.8859  5.8252  0.23
H  2.5670  -1.8311  -1.6505  0.24
H  -1.8603  3.2908  -4.7074  0.47
C  -0.0006  2.0167  4.1017  -0.64
H  3.9105  0.7315  2.9959  0.22
H  3.1942  2.3184  -2.4630  0.24
H  2.3530  3.2792  4.6208  0.21
C  3.0444  -0.8521  -1.4665  -0.95
H  3.4673  -0.8502  -0.4483  0.22
H  0.0795  5.9447  -0.2443  0.46
H  -0.4870  2.8178  3.5281  0.23
H  1.3421  -0.8462  1.1356  -0.09
H  0.1160  2.3752  5.1348  0.21
H  -3.4778  0.5629  1.8493  0.25
H  -0.6731  1.1436  4.1141  0.21
H  3.8583  -0.6878  -2.1975  0.22
C  -1.7643  -1.9083  -1.8130  0.26
H  1.3098  0.5645  -4.0176  0.23
C  2.6585  2.1000  -1.5249  -0.92
H  4.0205  1.0972  4.7358  0.22
H  -1.2533  1.2968  0.6128  -0.08
C  2.2006  2.9862  3.5719  -0.63
H  -2.2095  -2.6032  -5.1334  0.22
O  0.4929  5.6737  -1.0698  -0.93
H  -1.6550  1.8138  0.9501  -0.11
C  3.5711  0.4274  3.9946  -0.64
H  -3.3606  -2.5746  -0.4889  0.24
Ga  -0.0723  0.0337  -0.1496  0.58
H  0.5957  0.0419  5.7109  0.22
C  -0.8560  -1.1023  -4.2831  -0.29
H  2.1013  0.8364  6.2450  0.21
H  -3.8770  0.2521  0.1553  0.25
H  1.9569  2.9307  -1.3454  0.24
P  1.7714  0.4889  -1.5802  0.85
H  -1.7252  -3.2529  -0.1527  0.25



No. 3
Here is a 2-piece molecular cluster, C13H31B2N2O7 overall from the Open Molecules 2025 dataset. Energies are from the ωB97M-V functional and the def2-TZVPD basis.

Properties
**E**: -1199.77995 hartree
**Frontier orbital gap**: 6.558 eV
**Max |F|**: 8.2 eV/Å
**Total charge**: -1
**E_LUMO**: 2.269 eV

Last column: natural (NBO) charge in e.
Positions of all 55 atoms, in Å:
O  -3.1018  -0.6633  -3.3343  -0.74
C  2.8877  0.0779  7.0223  -0.25
H  0.1400  -1.6897  6.8699  0.18
C  0.1809  1.7693  6.5020  -0.62
H  -0.7716  2.7944  1.8795  0.18
H  -0.3591  -0.8289  4.5002  0.36
O  1.9727  -0.8984  6.5460  -0.55
C  3.9101  -2.9181  -6.2334  -0.73
H  3.9771  -4.0858  -6.1417  0.24
H  -2.2927  -0.0118  1.2048  0.20
C  0.2672  -0.9006  -5.1902  -0.42
H  -1.5225  -2.0769  -2.5832  -0.13
O  -3.8412  2.0457  -0.6518  -0.97
H  1.3630  -0.2570  -3.2921  0.22
B  -2.4071  2.0046  -1.0800  1.23
O  3.7720  -3.0670  -3.6534  -0.61
C  -1.2589  -1.3317  -4.7754  -0.68
O  -1.3672  2.6362  -0.2088  -0.76
C  -3.0663  0.8222  -3.5455  -0.10
H  3.0242  -2.5872  -6.9606  0.24
C  -0.1793  0.3225  6.1753  -0.08
H  -1.4048  -2.4955  -4.9840  0.19
H  0.0693  2.2625  -2.5119  0.37
H  -1.9875  -0.7959  -5.5538  0.19
H  0.5716  -1.5655  -6.1337  0.17
C  -1.8721  1.3427  -2.4965  0.03
H  -0.5851  2.4498  6.1121  0.22
H  -4.1388  1.2948  -3.4286  0.18
H  0.2641  0.2177  -5.6049  0.19
H  -2.6184  2.5351  1.6046  0.19
H  0.9822  0.0563  4.5362  0.36
C  3.4440  -2.3478  -4.7323  0.81
N  -0.8256  2.3143  -3.0819  -0.87
B  -1.6575  -1.0685  -3.2021  0.62
H  -0.5238  0.1460  0.5731  0.25
H  -4.2235  1.1079  -0.6355  0.50
H  0.5999  -0.4889  8.0665  0.16
H  -0.5586  1.8828  -4.0164  0.35
H  -2.5842  1.1551  -4.5802  0.15
C  1.4066  -1.1820  -4.0455  -0.11
O  2.7313  -1.0605  -4.7204  -0.56
H  2.6416  0.4157  8.0342  0.17
H  4.9406  -2.4902  -6.5861  0.24
N  -0.0233  0.1072  4.7290  -0.82
C  -1.5613  2.1985  1.2112  -0.08
H  2.9222  0.9231  6.3338  0.17
H  1.1320  2.0781  6.0602  0.20
H  -1.2380  0.1890  6.4286  0.19
H  1.2772  -2.1842  -3.4505  0.22
C  -1.2750  0.5733  1.3957  -0.69
H  -0.8826  0.3478  2.4834  0.23
H  3.8837  -0.3721  7.0417  0.19
C  0.6253  -0.7145  6.9925  -0.08
O  -1.1004  0.0871  -2.4717  -0.76
H  0.2418  1.9241  7.5839  0.20



No. 4
Here is a 4-piece molecular cluster, C4H18N2O3S2 overall from the Open Molecules 2025 dataset. Energies are from the ωB97M-V functional and the def2-TZVPD basis.

Properties
**E**: -1294.34261 hartree
**Frontier orbital gap (alpha / beta)**: 7.959 / 4.205 eV
**Max |F|**: 6.1 eV/Å
**2S+1**: 2
**Total charge**: +1
**E_LUMO (alpha / beta)**: -4.411 / -8.147 eV

Last column: natural (NBO) charge in e.
Positions of all 29 atoms, in Å:
H  0.4133  -0.5195  -2.8104  0.24
H  -3.1357  0.5928  -3.1224  0.19
C  0.4946  1.1427  -0.5478  -0.62
H  0.6019  -1.7589  2.7590  0.49
H  -2.3444  -1.3521  -1.9925  0.35
O  1.7670  -2.3642  -1.6739  -0.96
H  0.7941  -3.5699  1.2291  0.49
C  -0.4725  -0.1171  -2.3022  -0.26
H  0.7911  1.0164  3.2369  0.21
H  1.7568  -3.1896  -2.1735  0.49
S  1.0052  2.2173  2.6140  0.17
O  1.6729  -3.1789  1.2193  -0.98
H  1.5307  0.9094  -0.7516  0.30
H  -1.6543  0.3133  -4.3564  0.21
H  -1.9565  0.7619  0.3465  0.36
H  0.0457  2.0227  -1.2428  0.28
C  -2.4678  -0.0574  -3.6385  -0.44
H  -0.4412  0.9655  -2.7729  0.19
H  -0.6423  -0.8112  2.8622  0.45
C  -0.3522  -0.0742  -0.8131  -0.09
H  0.2740  -1.0952  -0.4016  0.25
H  -2.3787  -0.5393  -0.6984  0.38
S  0.1601  2.1200  0.8283  0.52
H  2.8085  -2.1784  -1.6881  0.48
N  -1.6912  -0.1127  -0.0490  -0.85
H  -3.1228  -0.5093  -4.3899  0.22
N  -1.6433  -1.0103  -2.7400  -0.61
O  -0.1745  -1.3441  3.4325  -0.94
H  2.0206  -2.8598  0.3997  0.50



No. 5
Here is a 7-piece molecular cluster, C30H68F3N2O12 overall from the Open Molecules 2025 dataset. Energies are from the ωB97M-V functional and the def2-TZVPD basis.

Properties
**E**: -2495.38680 hartree
**Frontier orbital gap**: 7.893 eV
**Max |F|**: 0.9 eV/Å
**Total charge**: +1
**E_LUMO**: -2.817 eV

Last column: Löwdin charge in e.
Positions of all 115 atoms, in Å:
H  0.0932  3.8796  6.9158  0.13
H  3.8378  6.8807  -1.6544  0.13
O  -0.5202  1.7570  4.3829  -0.20
H  -1.1679  5.5746  -3.3800  0.09
H  -5.7042  -6.7602  4.7884  0.12
H  -3.0086  1.6525  -1.9482  0.13
O  7.0671  0.1643  -6.8705  -0.19
C  -7.2931  -8.1711  5.9816  -0.10
C  4.2929  5.5178  -4.5202  -0.09
H  -1.4520  5.0305  -1.7081  0.08
H  -1.3369  3.5819  4.9405  0.13
F  -3.1807  -4.7056  4.2025  0.16
C  6.1426  2.2044  -5.9212  -0.21
H  4.6006  0.1914  -6.1830  0.08
H  4.9434  4.7238  -4.8801  0.07
H  5.9851  1.7260  -4.9486  0.12
H  -5.2146  -4.5541  5.7804  0.11
H  1.8862  2.6259  -2.2542  0.07
C  -5.4576  -6.6738  5.8522  -0.22
C  -1.8093  -4.6898  2.2958  -0.03
C  -0.7523  0.8404  7.4648  -0.11
O  3.0080  -2.9904  -2.2419  -0.19
C  2.3780  5.3427  -1.8795  -0.20
H  7.4846  2.0603  -7.6017  0.13
H  -1.3073  1.1534  -1.9119  0.09
H  -2.4075  1.4410  5.2256  0.09
C  -1.6560  2.8900  -3.0862  -0.20
N  0.0100  -2.2982  1.3112  0.18
O  2.0776  -0.3292  -3.0551  -0.19
H  -7.7766  -4.3131  8.0621  0.09
H  -2.7041  5.9491  -2.5722  0.09
C  6.5915  -0.1345  -8.1734  -0.11
H  -1.8175  0.2263  4.0767  0.07
H  1.2728  -2.7561  -3.3783  0.09
H  3.5248  1.3878  -5.4083  0.07
C  -1.9784  2.0203  -1.8912  -0.20
C  7.2929  1.5481  -6.6544  -0.20
H  5.8206  0.5676  -8.4964  0.08
H  -4.3806  -6.8412  5.9627  0.12
H  3.2654  5.2856  -4.8051  0.09
C  3.3963  6.2959  -2.4672  -0.20
C  3.7265  -2.1186  -3.1063  -0.19
C  -1.9202  5.2012  -2.6796  -0.10
H  -7.9032  -7.3613  5.5776  0.08
H  -7.6789  -6.0836  7.8804  0.08
H  2.0830  -4.3386  -3.5120  0.09
H  -7.8660  -8.6986  6.7420  0.09
H  0.3797  3.5780  4.5156  0.13
O  4.9438  2.1874  -6.6832  -0.19
H  3.5046  -2.3490  -4.1521  0.13
C  1.8332  -3.5180  -2.8323  -0.11
C  -2.9456  3.2107  -0.0832  -0.11
H  1.9374  2.8944  -4.0077  0.09
C  -1.7474  -4.0170  0.9069  -0.05
C  -5.7847  -5.2838  6.3630  -0.21
H  0.7526  -2.9707  1.3925  0.19
C  -1.8537  1.2947  4.2972  -0.12
H  6.1676  -1.1373  -8.1480  0.09
C  0.1065  -0.9174  1.4416  -0.02
H  8.1921  1.6348  -6.0371  0.13
H  4.5958  6.4603  -4.9874  0.09
O  4.4499  5.6000  -3.1105  -0.19
H  -2.3799  1.8094  3.4820  0.08
H  0.2511  -0.3673  -2.1629  0.08
C  2.2673  3.2831  -3.0449  -0.11
H  -2.9545  -1.4758  0.8499  0.19
C  4.0675  1.1343  -6.3276  -0.11
H  -0.3812  0.3478  6.5629  0.08
C  -7.9278  -5.1503  7.3727  -0.10
H  1.6089  5.9222  -1.3588  0.12
H  3.3591  3.2831  -3.0216  0.09
H  7.4175  -0.1206  -8.8916  0.09
H  -5.4899  -5.1811  7.4117  0.13
C  1.3025  -0.3190  -1.8757  -0.13
H  -1.4260  0.6101  1.2550  0.13
H  1.4713  0.6109  -1.3192  0.08
H  -0.0197  0.7204  8.2691  0.09
H  3.7155  -0.4171  -1.7810  0.13
F  -3.6542  -3.2750  2.6649  0.14
F  -1.9244  -2.9810  3.9264  0.16
H  4.7910  -2.3039  -2.9404  0.13
H  2.9145  6.9925  -3.1598  0.13
C  -0.0196  2.8781  6.4915  -0.20
C  3.4410  -0.6626  -2.8114  -0.19
H  -3.5253  2.4144  0.4024  0.08
O  -6.1095  -7.6857  6.5957  -0.19
H  6.3952  3.2535  -5.7429  0.11
O  -7.1554  -4.9661  6.1959  -0.19
H  3.3483  1.0089  -7.1354  0.09
H  -1.0215  -4.5485  0.3038  0.13
O  1.7267  4.5817  -2.8865  -0.20
H  -8.9757  -5.1774  7.0795  0.09
H  -7.0437  -8.8735  5.1791  0.09
H  0.9407  2.3624  6.5883  0.13
C  -1.2585  -2.6153  1.0558  -0.27
H  -0.6080  3.2057  -3.0514  0.11
O  -1.7565  2.6845  -0.6528  -0.21
H  1.0046  -0.3853  1.6690  0.14
C  -2.6435  -3.9052  3.2862  -0.64
N  -1.9601  -1.4935  1.0104  0.19
H  1.2074  -3.9100  -2.0298  0.07
H  1.5306  -1.1700  -1.2275  0.07
C  -1.1103  -0.4136  1.2498  -0.01
H  -2.6578  3.9428  0.6697  0.09
H  -0.7967  -4.7279  2.6813  0.13
H  -1.6846  0.3666  7.7683  0.09
H  -3.5708  3.7004  -0.8306  0.09
C  -0.4038  3.0193  5.0346  -0.19
H  -2.7173  -4.0334  0.4303  0.13
H  -2.1842  -5.7007  2.2113  0.14
H  2.8531  4.6807  -1.1485  0.13
H  4.0496  -0.0438  -3.4763  0.11
H  -1.7961  2.2909  -3.9916  0.13
O  -2.5052  4.0164  -3.2026  -0.18
O  -1.0212  2.2144  7.2443  -0.19



No. 6
Here is a 2-piece molecular cluster, C6H11FO3 overall from the Open Molecules 2025 dataset. Energies are from the ωB97M-V functional and the def2-TZVPD basis.

Properties
**E**: -560.59382 hartree
**Frontier orbital gap**: 8.824 eV
**Max |F|**: 3.8 eV/Å
**Relative energy (zero: lowest compared OMol25 entry of this formula, charge and spin)**: 125.24 kcal per mole
**Total charge**: 0
**E_LUMO**: 0.787 eV

Last column: natural (NBO) charge in e.
Positions of all 21 atoms, in Å:
C  -1.9283  0.5888  -1.5203  -0.27
H  -0.2420  -2.7281  -0.9003  0.19
H  3.0020  1.9274  -1.0645  0.20
H  -2.5930  0.1015  -2.3527  0.21
O  -0.2643  -1.5495  0.8085  -0.50
C  0.4093  -2.3542  -0.0999  -0.29
H  -2.4769  1.1111  -0.6787  0.21
H  -0.7306  -0.3760  2.6404  0.20
H  -1.1100  1.1326  -1.8935  0.20
H  1.0725  -1.5582  -0.4581  0.22
O  -1.2200  -0.5094  -1.0334  -0.51
O  -1.0857  0.5660  0.9416  -0.50
H  0.9297  -3.1124  0.4132  0.20
H  0.7202  0.7392  2.2259  0.24
C  1.9436  1.5987  -0.9164  -0.64
C  -0.3931  0.6121  2.2018  -0.27
C  -0.6674  -0.4020  0.1839  1.02
F  2.5221  0.3335  0.7656  -0.40
H  -0.7817  1.4836  2.6483  0.20
H  1.3085  1.7840  -1.7610  0.18
C  1.5850  0.6114  -0.1504  0.11